The following is a DFT calculation (wB97M-V/def2-TZVPD) of a molecular structure, C2H5FN2NaO5S in a non-equilibrium geometry.

The calculation puts the highest occupied orbital energy at -13.651 eV. As for the total charge: +1. For the energy above the lowest of the compared OMol25 structures with the same formula, charge and spin, the calculation gives 42.38 kcal per mole. The HOMO-LUMO gap comes out at 0.327 Ha. Its LUMO energy is -4.76 eV.

Last column: natural (NBO) charge in e.
Cartesian coordinates (Å):
1 N 1.489 0.428 1.456  -0.822
2 C 0.781 -0.036 0.226  0.435
3 N 1.735 -0.779 -0.618  -0.820
4 O 0.504 1.211 -0.493  -0.622
5 S -1.154 1.405 -0.292  2.386
6 O -1.755 1.086 -1.636  -1.002
7 O -1.273 2.842 0.085  -0.773
8 O -1.565 0.285 0.910  -0.608
9 C -0.549 -0.759 0.739  0.775
10 O -0.968 -1.716 -0.199  -0.712
11 F -0.252 -1.195 2.016  -0.274
12 H 1.837 1.363 1.202  0.386
13 H 2.277 -0.219 1.561  0.396
14 H 2.204 -0.047 -1.179  0.390
15 H 1.258 -1.355 -1.328  0.374
16 H -1.871 -2.037 -0.009  0.503
17 Na -2.699 -0.479 -2.439  0.988


The following is a DFT calculation (wB97M-V/def2-TZVPD) of C2H5FN2O in the gas phase in a non-equilibrium geometry.

The calculation puts the highest occupied orbital energy at -9.520 eV. For the energy above the lowest of the compared OMol25 structures with the same formula, charge and spin, the calculation gives 42.11 kcal per mole. The HOMO-LUMO gap comes out at 0.384 Ha. Its LUMO energy is 0.94 eV.

Last column: natural (NBO) charge in e.
Cartesian coordinates (Å):
1 C 0.573 -0.526 0.205  0.396
2 C -0.058 0.525 1.140  -0.005
3 H -1.223 0.854 -1.481  0.482
4 H 0.203 -1.430 -1.534  0.361
5 H 1.752 -1.966 -0.050  0.336
6 H 0.673 0.739 1.937  0.195
7 H -0.987 0.177 1.570  0.190
8 N 0.013 -0.541 -1.097  -0.355
9 N 1.432 -1.314 0.614  -0.678
10 O -1.282 -0.050 -1.117  -0.553
11 F -0.375 1.669 0.422  -0.369


The following is a DFT calculation (wB97M-V/def2-TZVPD) of C2H5FO in the gas phase in a non-equilibrium geometry.

The calculation puts the highest occupied orbital energy at -11.409 eV. For the energy above the lowest of the compared OMol25 structures with the same formula, charge and spin, the calculation gives 2.11 kcal per mole. The HOMO-LUMO gap comes out at 0.457 Ha. Its LUMO energy is 1.02 eV.

Last column: natural (NBO) charge in e.
Cartesian coordinates (Å):
1 C -0.877 -0.388 0.070  -0.666
2 C 0.567 -0.005 -0.383  0.448
3 O 0.879 1.257 0.100  -0.698
4 F 1.474 -0.890 0.133  -0.366
5 H -0.938 0.041 1.126  0.203
6 H -1.606 -0.063 -0.709  0.236
7 H -0.828 -1.474 0.156  0.230
8 H 0.825 0.271 -1.473  0.159
9 H 0.506 1.251 0.981  0.455


The following is a DFT calculation (wB97M-V/def2-TZVPD) of 2 unconnected molecules or ions with the total composition C2H5FO in a non-equilibrium geometry.

The calculation puts the highest occupied orbital energy at -10.589 eV. For the energy above the lowest of the compared OMol25 structures with the same formula, charge and spin, the calculation gives 0.00 kcal per mole. The HOMO-LUMO gap comes out at 0.421 Ha. Its LUMO energy is 0.88 eV.

Last column: natural (NBO) charge in e.
Cartesian coordinates (Å):
1 C 0.060 0.600 -0.169  -0.738
2 C -0.292 -0.781 0.055  0.471
3 O -1.344 -1.215 0.435  -0.556
4 F -3.019 0.513 -0.430  -0.581
5 H 0.756 0.920 0.645  0.246
6 H 0.595 0.805 -1.058  0.242
7 H -0.841 1.201 -0.072  0.251
8 H -2.790 -0.129 0.139  0.564
9 H 0.549 -1.402 -0.098  0.100


The following is a DFT calculation (wB97M-V/def2-TZVPD) of 2 unconnected molecules or ions with the total composition C2H5FO in a non-equilibrium geometry.

The calculation puts the highest occupied orbital energy (spin up / spin down) at -7.810 / -7.830 eV. For the energy above the lowest of the compared OMol25 structures with the same formula, charge and spin, the calculation gives 92.09 kcal per mole. The HOMO-LUMO gap (spin up / spin down) comes out at 0.317 / 0.318 Ha. Its LUMO energy (spin up / spin down) is 0.81 / 0.81 eV.

Last column: natural (NBO) charge in e.
Cartesian coordinates (Å):
1 C -0.720 -0.382 0.495  -0.096
2 C 1.375 0.146 -0.627  0.038
3 O -1.716 0.023 -0.349  -0.729
4 F 2.129 0.497 0.428  -0.365
5 H -0.830 -1.517 0.693  0.161
6 H -0.677 0.062 1.473  0.151
7 H 1.679 -0.791 -0.894  0.174
8 H 0.953 1.033 -1.001  0.177
9 H -2.193 0.930 -0.218  0.488


The following is a DFT calculation (wB97M-V/def2-TZVPD) of a molecular structure, C2H5FS2 in a non-equilibrium geometry.

The calculation puts the highest occupied orbital energy at -7.889 eV. For the energy above the lowest of the compared OMol25 structures with the same formula, charge and spin, the calculation gives 52.92 kcal per mole. The HOMO-LUMO gap comes out at 0.291 Ha. Its LUMO energy is 0.02 eV.

Last column: natural (NBO) charge in e.
Cartesian coordinates (Å):
1 C 0.062 -0.368 0.486  -0.593
2 C -0.611 0.736 -0.274  -0.320
3 H 1.970 -0.379 -1.831  0.559
4 H -1.098 -0.167 2.564  0.118
5 H 0.399 -1.149 -0.200  0.231
6 H 0.936 0.021 1.021  0.232
7 H -1.028 1.532 0.352  0.194
8 F 1.192 0.122 -1.910  -0.567
9 S -1.072 -1.166 1.669  -0.017
10 S -0.751 0.818 -1.876  0.163


The following is a DFT calculation (wB97M-V/def2-TZVPD) of 2 unconnected molecules or ions with the total composition C2H5FSi in a non-equilibrium geometry.

The calculation puts the highest occupied orbital energy at -10.901 eV. For the energy above the lowest of the compared OMol25 structures with the same formula, charge and spin, the calculation gives 78.60 kcal per mole. The HOMO-LUMO gap comes out at 0.424 Ha. Its LUMO energy is 0.64 eV.

Last column: natural (NBO) charge in e.
Cartesian coordinates (Å):
1 C 0.112 -0.926 -1.320  -0.497
2 C 0.328 -0.102 -0.355  0.071
3 F 1.818 0.899 -0.507  -0.518
4 Si -0.473 0.564 1.223  0.869
5 H -0.723 -1.695 -1.404  0.257
6 H 0.833 -0.850 -2.061  0.250
7 H -1.122 1.796 0.758  -0.138
8 H -1.294 -0.560 1.455  -0.162
9 H 0.521 0.874 2.211  -0.131


The following is a DFT calculation (wB97M-V/def2-TZVPD) of 2 unconnected molecules or ions with the total composition C2H5FSi in a non-equilibrium geometry.

The calculation puts the highest occupied orbital energy (spin up / spin down) at -8.559 / -8.205 eV. For the energy above the lowest of the compared OMol25 structures with the same formula, charge and spin, the calculation gives 126.30 kcal per mole. The HOMO-LUMO gap (spin up / spin down) comes out at 0.286 / 0.274 Ha. Its LUMO energy (spin up / spin down) is -0.79 / -0.74 eV.

Last column: natural (NBO) charge in e.
Cartesian coordinates (Å):
1 C -0.161 -1.826 -0.583  -0.626
2 C 0.643 -0.995 0.063  0.290
3 F 1.649 -1.276 0.962  -0.369
4 Si -0.240 1.919 0.198  0.681
5 H -0.892 -1.443 -1.270  0.228
6 H -0.050 -2.847 -0.322  0.211
7 H -1.130 1.853 -0.922  -0.152
8 H -0.987 2.071 1.526  -0.147
9 H 1.167 2.544 0.348  -0.114


The following is a DFT calculation (wB97M-V/def2-TZVPD) of a molecular structure, C2H5I2OP in a non-equilibrium geometry.

The calculation puts the highest occupied orbital energy at -8.047 eV. For the energy above the lowest of the compared OMol25 structures with the same formula, charge and spin, the calculation gives 106.01 kcal per mole. The HOMO-LUMO gap comes out at 0.195 Ha. Its LUMO energy is -2.75 eV.

Last column: natural (NBO) charge in e.
Cartesian coordinates (Å):
1 C -1.757 0.511 -0.164  -0.638
2 C -0.819 -0.652 -0.107  -0.066
3 O 0.463 -0.418 -0.552  -0.616
4 P 2.805 0.106 1.158  0.366
5 I 3.145 2.132 -0.082  0.010
6 I 4.239 -1.330 -0.106  0.009
7 H -1.429 1.358 0.383  0.211
8 H -1.964 0.899 -1.264  0.203
9 H -2.735 0.060 0.172  0.208
10 H -1.242 -1.626 -0.542  0.171
11 H -0.706 -1.041 1.105  0.143


The following is a DFT calculation (wB97M-V/def2-TZVPD) of a molecular structure, C2H5I2P in a non-equilibrium geometry.

The calculation puts the highest occupied orbital energy at -9.479 eV. For the energy above the lowest of the compared OMol25 structures with the same formula, charge and spin, the calculation gives 42.46 kcal per mole. The HOMO-LUMO gap comes out at 0.333 Ha. Its LUMO energy is -0.41 eV.

Last column: natural (NBO) charge in e.
Cartesian coordinates (Å):
1 C 0.124 0.322 -0.295  -0.779
2 C -1.097 0.008 0.565  -0.471
3 P 1.632 -0.485 0.440  0.313
4 I -1.613 -1.947 -0.084  0.155
5 I -2.546 1.627 -0.006  0.097
6 H -0.163 0.241 -1.394  0.249
7 H 0.279 1.431 -0.157  0.238
8 H -0.791 0.011 1.661  0.239
9 H 2.329 0.389 -0.267  -0.033
10 H 1.844 -1.597 -0.462  -0.007


The following is a DFT calculation (wB97M-V/def2-TZVPD) of 2 unconnected molecules or ions with the total composition C2H5IN2 in a non-equilibrium geometry.

The calculation puts the highest occupied orbital energy at -8.185 eV. For the energy above the lowest of the compared OMol25 structures with the same formula, charge and spin, the calculation gives 47.46 kcal per mole. The HOMO-LUMO gap comes out at 0.314 Ha. Its LUMO energy is 0.35 eV.

Last column: natural (NBO) charge in e.
Cartesian coordinates (Å):
1 C -0.426 -1.217 -0.692  -0.699
2 C -0.228 0.062 0.058  0.153
3 N -1.463 1.509 1.500  -0.481
4 N -1.031 0.733 0.665  -0.031
5 I 2.859 0.097 -0.285  -0.093
6 H -0.230 -1.135 -1.770  0.241
7 H 0.317 -1.969 -0.347  0.239
8 H -1.518 -1.540 -0.519  0.229
9 H 3.851 1.266 0.339  0.111
10 H -2.131 2.194 1.051  0.333


The following is a DFT calculation (wB97M-V/def2-TZVPD) of 2 unconnected molecules or ions with the total composition C2H5IO2 in a non-equilibrium geometry.

The calculation puts the highest occupied orbital energy at -9.490 eV. For the energy above the lowest of the compared OMol25 structures with the same formula, charge and spin, the calculation gives 5.95 kcal per mole. The HOMO-LUMO gap comes out at 0.370 Ha. Its LUMO energy is 0.59 eV.

Last column: natural (NBO) charge in e.
Cartesian coordinates (Å):
1 C -1.326 0.800 -0.061  -0.727
2 C -0.310 -0.299 0.124  0.817
3 O 0.533 -0.306 0.965  -0.607
4 O -0.522 -1.259 -0.805  -0.712
5 I 3.337 0.275 0.038  -0.133
6 H -1.032 1.685 0.406  0.241
7 H -1.253 1.072 -1.141  0.235
8 H -2.252 0.357 -0.054  0.244
9 H 2.709 -0.347 1.425  0.137
10 H 0.114 -1.979 -0.898  0.505